Formula: C15H26IN2OP2PtSe
Source: the OMol25 dataset
Level of theory: the ωB97M-V functional and the def2-TZVPD basis

The LUMO energy (alpha / beta) comes out at -2.103 / -4.530 eV. For the HOMO-LUMO gap (alpha / beta), the calculation gives 7.62 / 6.31 eV. As for the charge: +1. The expectation value of S² is 2.017. Its spin multiplicity is 3. The calculation puts the energy above the lowest of the compared OMol25 structures with the same formula, charge and spin at 0.000 eV. The maximum force comes out at 0.3 eV/Å. The calculation puts the HOMO energy (alpha / beta) at -9.724 / -10.842 eV.

Last column: natural (NBO) charge in e.
Cartesian coordinates (Å):
Pt1 -0.033 0.352 -0.158  0.36
I1 5.031 3.781 -2.137  0.24
Se1 -1.672 -0.442 -1.702  0.10
P1 -1.062 1.326 1.684  0.99
P2 1.611 -0.308 1.352  0.98
O1 1.475 -1.863 -1.620  -0.95
N1 1.312 2.004 -1.167  -0.34
N2 1.051 3.302 -0.935  -0.32
C1 -4.040 0.541 -2.921  -0.21
C2 2.572 1.971 -1.573  -0.04
C3 -2.673 2.252 -1.907  -0.16
C4 -1.921 2.920 1.800  -0.96
C5 -4.920 1.518 -3.364  -0.19
C6 -4.675 2.857 -3.092  -0.19
C7 0.255 1.494 2.940  -0.74
C8 -2.909 0.909 -2.196  -0.26
C9 1.936 -2.079 1.553  -0.96
C10 3.127 3.261 -1.603  -0.32
C11 -3.552 3.224 -2.360  -0.22
C12 3.274 0.410 1.238  -0.96
C13 -2.230 0.173 2.456  -0.97
C14 1.056 0.196 3.026  -0.73
C15 2.114 4.090 -1.187  -0.04
H1 0.902 2.317 2.620  0.23
H2 3.867 0.095 2.098  0.24
H3 2.073 5.161 -1.071  0.25
H4 3.767 0.071 0.327  0.25
H5 0.995 -2.615 1.675  0.25
H6 2.437 -2.458 0.664  0.27
H7 1.563 -1.600 -2.544  0.49
H8 1.917 0.304 3.688  0.25
H9 0.132 3.571 -0.629  0.42
H10 -5.357 3.615 -3.452  0.23
H11 0.944 -2.668 -1.645  0.49
H12 -1.228 3.741 1.608  0.24
H13 -1.794 2.519 -1.335  0.18
H14 -2.338 3.040 2.801  0.25
H15 -2.480 0.492 3.470  0.24
H16 -2.730 2.969 1.070  0.26
H17 -1.804 -0.828 2.478  0.25
H18 -3.141 0.133 1.858  0.26
H19 3.223 1.499 1.213  0.25
H20 -3.359 4.268 -2.151  0.22
H21 -4.229 -0.503 -3.135  0.23
H22 3.036 1.033 -1.831  0.23
H23 0.439 -0.612 3.426  0.24
H24 -5.796 1.232 -3.932  0.23
H25 2.567 -2.246 2.428  0.24
H26 -0.176 1.775 3.904  0.24

---

Formula: C15H26N2O3
Source: the OMol25 dataset
Level of theory: the ωB97M-V functional and the def2-TZVPD basis

The LUMO energy comes out at 0.741 eV. For the HOMO-LUMO gap, the calculation gives 10.03 eV. The calculation puts the energy above the lowest of the compared OMol25 structures with the same formula, charge and spin at 2.612 eV. The maximum force comes out at 2.0 eV/Å. The calculation puts the HOMO energy at -9.289 eV.

Last column: natural (NBO) charge in e.
Cartesian coordinates (Å):
O1 2.888 1.768 5.498  -0.50
O2 2.378 0.923 -1.842  -0.73
O3 -0.560 -3.299 -3.360  -0.73
N1 -1.099 3.071 1.728  -0.42
N2 3.060 1.273 3.170  -0.65
C1 0.046 0.354 -1.734  -0.63
C2 -2.381 3.274 1.965  0.04
C3 -3.036 3.200 3.165  -0.26
C4 1.746 1.132 2.470  -0.22
C5 -1.474 -4.352 -3.048  0.10
C6 -0.359 2.786 2.799  0.23
C7 -2.737 -4.199 -3.882  -0.63
C8 1.610 -0.836 -3.302  -0.64
C9 1.147 2.591 2.629  -0.28
C10 2.697 2.051 4.344  0.71
C11 -0.949 2.676 4.039  -0.27
C12 -2.284 2.864 4.275  -0.16
C13 -0.809 -5.698 -3.291  -0.63
C14 1.457 -0.164 -1.948  0.10
C15 1.942 3.281 3.780  -0.55
H1 3.558 1.995 2.647  0.35
H2 1.704 -0.875 -1.157  0.17
H3 -0.029 0.840 -0.759  0.22
H4 -3.463 -4.978 -3.647  0.21
H5 1.408 -0.127 -4.111  0.19
H6 0.928 -1.680 -3.398  0.23
H7 -0.331 -3.373 -4.294  0.46
H8 -1.479 -6.521 -3.038  0.21
H9 2.553 4.030 3.269  0.24
H10 2.168 1.555 -2.537  0.46
H11 2.632 -1.193 -3.439  0.21
H12 -0.685 -0.454 -1.787  0.22
H13 -0.310 2.436 4.887  0.21
H14 -2.503 -4.252 -4.949  0.20
H15 -0.514 -5.798 -4.339  0.20
H16 1.363 3.815 4.530  0.24
H17 -2.989 3.535 1.098  0.19
H18 -4.095 3.401 3.251  0.22
H19 1.182 0.286 2.854  0.21
H20 -1.719 -4.250 -1.990  0.18
H21 -2.717 2.787 5.262  0.22
H22 -3.198 -3.227 -3.702  0.22
H23 2.057 0.998 1.434  0.22
H24 -0.206 1.105 -2.488  0.19
H25 0.098 -5.790 -2.692  0.22
H26 1.309 3.034 1.643  0.23

---

Formula: C15H26N4O4P
Source: the OMol25 dataset
Level of theory: the ωB97M-V functional and the def2-TZVPD basis

The LUMO energy comes out at 1.938 eV. For the HOMO-LUMO gap, the calculation gives 6.43 eV. As for the charge: -1. The maximum force comes out at 12.5 eV/Å. The calculation puts the HOMO energy at -4.490 eV.

Last column: natural (NBO) charge in e.
Cartesian coordinates (Å):
P1 2.273 2.960 -2.284  0.75
O1 -0.810 0.639 0.690  -0.66
O2 -3.090 3.907 -1.688  -0.80
O3 -2.625 1.927 -3.000  -0.71
O4 -1.063 -3.389 3.085  -0.61
N1 0.341 -0.558 -2.973  -0.38
N2 -2.347 -1.030 0.233  -0.44
N3 -0.167 6.081 -2.068  -0.40
N4 -1.501 -5.234 4.413  -0.44
C1 -1.442 -3.884 4.138  0.53
C2 0.373 0.758 -2.930  0.32
C3 -0.284 4.781 -1.889  0.31
C4 -3.548 -1.426 -0.472  -0.40
C5 0.533 2.416 -2.866  -0.57
C6 -2.120 2.913 -2.256  0.71
C7 -1.680 -1.999 1.077  -0.41
C8 -1.964 -5.739 5.688  -0.40
C9 3.483 1.496 -2.094  -0.72
C10 3.875 1.384 -0.479  -0.63
C11 -1.819 0.239 0.124  0.53
C12 3.932 5.295 -2.286  -0.64
C13 -1.088 -6.178 3.395  -0.42
C14 2.990 4.392 -3.325  -0.72
C15 -0.549 3.130 -1.844  -0.39
H1 -2.404 0.894 -0.543  0.15
H2 -4.301 -1.734 0.259  0.17
H3 -0.044 -5.982 3.131  0.22
H4 -3.945 -0.600 -1.069  0.23
H5 3.744 6.451 -2.384  0.23
H6 -1.643 -1.614 2.101  0.22
H7 3.724 4.013 -4.179  0.21
H8 -2.212 -2.954 1.063  0.19
H9 -0.322 2.713 -0.750  0.31
H10 -2.835 -6.379 5.520  0.19
H11 0.349 2.888 -3.947  0.28
H12 -1.709 -6.037 2.505  0.22
H13 4.505 0.425 -0.224  0.21
H14 2.859 1.457 0.124  0.24
H15 -1.162 -6.324 6.149  0.19
H16 2.136 5.041 -3.832  0.27
H17 -2.242 -4.922 6.359  0.21
H18 -1.190 -7.205 3.756  0.20
H19 3.123 0.482 -2.555  0.25
H20 -0.657 -2.142 0.717  0.21
H21 3.595 4.982 -1.185  0.23
H22 -1.779 -3.257 4.981  0.11
H23 4.494 1.789 -2.640  0.21
H24 -3.311 -2.265 -1.132  0.19
H25 4.460 2.397 -0.242  0.20
H26 5.065 4.999 -2.368  0.20

---

Formula: C15H26N4O4S2
Source: the OMol25 dataset
Level of theory: the ωB97M-V functional and the def2-TZVPD basis

The LUMO energy comes out at 0.441 eV. For the HOMO-LUMO gap, the calculation gives 8.61 eV. The calculation puts the energy above the lowest of the compared OMol25 structures with the same formula, charge and spin at 15.670 eV. The maximum force comes out at 13.8 eV/Å. The calculation puts the HOMO energy at -8.171 eV.

Last column: natural (NBO) charge in e.
Cartesian coordinates (Å):
S1 -5.227 -1.238 -0.130  0.28
S2 3.156 -1.957 0.914  0.27
O1 6.269 -0.379 -0.465  -0.63
O2 -0.270 0.755 0.446  -0.79
O3 -2.182 2.208 0.224  -0.49
O4 0.558 -1.669 1.060  -0.42
N1 1.303 -1.544 -1.071  -0.34
N2 -2.380 0.137 0.392  -0.56
N3 4.396 0.911 -0.223  -0.44
N4 -0.018 -1.593 -0.997  -0.27
C1 -1.594 1.101 0.290  0.87
C2 -5.288 -1.073 -1.706  -0.87
C3 1.577 -1.757 0.112  0.37
C4 -0.629 3.398 -0.929  -0.68
C5 -0.558 -1.599 0.260  0.43
C6 -2.854 -2.536 -0.025  -0.34
C7 -1.556 3.393 -0.016  0.23
C8 2.964 1.133 -0.673  -0.44
C9 4.163 -1.627 -0.558  -0.61
C10 5.064 2.055 -0.233  -0.43
C11 -2.720 4.440 -0.017  -0.61
C12 -0.907 3.776 1.606  -0.60
C13 -4.251 -2.610 0.365  -0.56
C14 5.078 -0.092 -0.399  0.74
C15 -1.854 -1.472 0.592  -0.08
H1 -2.360 -3.373 -0.214  0.23
H2 4.968 -2.511 -0.584  0.24
H3 -1.901 -1.573 1.572  0.22
H4 -4.191 -2.618 1.345  0.23
H5 -3.523 4.441 0.838  0.24
H6 -5.608 -2.086 -2.153  0.22
H7 -2.307 5.518 -0.154  0.22
H8 4.650 2.705 0.518  0.20
H9 0.190 2.644 -0.811  0.28
H10 6.144 1.675 -0.032  0.25
H11 -4.219 -0.827 -2.218  0.21
H12 5.287 2.674 -1.159  0.20
H13 3.648 -1.706 -1.371  0.21
H14 -1.544 3.484 2.253  0.18
H15 -1.037 3.028 -1.931  0.23
H16 -3.283 0.265 0.271  0.39
H17 2.697 2.134 -0.921  0.22
H18 2.439 0.459 -1.248  0.24
H19 -5.914 -0.233 -2.094  0.28
H20 -0.010 4.525 -1.206  0.23
H21 -2.761 -2.093 -1.364  0.19
H22 -4.826 -3.301 -0.114  0.24
H23 2.511 1.003 0.416  0.23
H24 0.041 3.038 1.601  0.23
H25 -0.430 4.899 1.153  0.21
H26 -3.252 4.136 -1.148  0.19

---

| no. | calculated total energy (Eh) | molecular weight (g/mol) |
| --- | --- | --- |
| 1 | -4272.88088 | 713.28 |
| 2 | -922.34893 | 282.38 |
| 3 | -1448.23758 | 357.37 |
| 4 | -1902.98395 | 390.53 |